Run A
Here is a single C2H6N2O molecule from the Open Molecules 2025 dataset. Energies are from ωB97M-V with the def2-TZVPD basis set.

CARTESIAN COORDINATES (ANGSTROEM)
H1 2.927 -0.018 0.438
H2 0.641 -1.033 -0.159
N1 1.114 -0.209 0.261
O1 2.335 0.047 -0.320
H3 0.875 1.816 0.111
C1 -1.666 -0.331 -0.092
N2 -0.932 0.944 -0.138
C2 0.315 0.877 0.078
H4 -1.339 -1.067 -0.874
H5 -2.773 -0.080 -0.119
H6 -1.498 -0.948 0.813

Results
- orbital gap (eV) = 10.3
- SMILES = C/N=C\NO

=====

Run B
Here is a single C2H6N2O molecule from the Open Molecules 2025 dataset. Energies are from ωB97M-V with the def2-TZVPD basis set.

CARTESIAN COORDINATES (ANGSTROEM)
N1 1.296 0.128 0.762
C1 0.556 -0.686 0.120
H1 -0.154 1.425 1.107
H2 -1.815 -0.569 0.234
N2 0.872 1.361 1.046
H3 1.234 1.670 1.960
H4 -0.344 -0.871 -2.303
O1 -1.064 -1.163 -1.636
C2 -0.867 -0.410 -0.458
H5 1.029 -1.618 -0.307
H6 -0.743 0.733 -0.526

Results
- orbital gap (eV) = 10.1
- SMILES = N/N=C\CO

=====

Run C
Here is a single C2H6N2O molecule from the Open Molecules 2025 dataset. Energies are from ωB97M-V with the def2-TZVPD basis set.

CARTESIAN COORDINATES (ANGSTROEM)
H1 -0.037 1.120 -2.101
C1 -1.300 0.646 0.485
N1 -0.517 0.111 -0.418
O1 -1.948 0.110 1.329
H2 0.840 -1.532 0.293
N2 0.311 0.914 -1.207
H3 -0.993 -1.703 0.326
H4 0.610 1.902 -0.802
H5 -1.387 1.727 0.267
H6 -0.204 -1.767 -1.281
C2 -0.139 -1.293 -0.307

Results
- orbital gap (eV) = 10.3
- SMILES = CN(N)C=O

=====

Bottom line: run C, by a margin of 0.0289 hartree.

=====

Run A
Here is a single C2H6N2O molecule from the Open Molecules 2025 dataset. Energies are from ωB97M-V with the def2-TZVPD basis set.

CARTESIAN COORDINATES (ANGSTROEM)
H1 0.586 1.629 0.916
O1 0.095 1.057 -1.164
H2 0.545 1.764 -1.583
N1 -0.822 -0.830 1.607
C1 -0.277 -0.498 0.456
N2 -0.323 -1.276 -0.579
H3 -0.250 -0.975 -1.484
H4 1.665 0.364 -0.073
H5 -0.891 0.044 2.244
C2 0.640 0.788 0.124
H6 -0.970 -2.066 -0.465

Results
- orbital gap (eV) = 9.5
- SMILES = [H]/N=C(/N)CO

=====

Run B
Here is 2 unconnected molecules or ions with the total composition C2H6N2O from the Open Molecules 2025 dataset. Energies are from ωB97M-V with the def2-TZVPD basis set.

CARTESIAN COORDINATES (ANGSTROEM)
C1 0.902 1.225 0.178
H1 -0.154 -0.734 -1.830
N1 0.047 -1.715 -1.415
H2 -0.560 2.636 1.053
N2 1.598 0.960 -0.682
O1 -0.607 -1.895 -0.168
H3 0.257 1.320 2.122
H4 -1.009 0.906 0.831
H5 -1.297 -2.652 -0.029
C2 -0.211 1.599 1.093
H6 1.035 -1.649 -1.153

Results
- orbital gap (eV) = 10.1
- SMILES = CC#N.NO

=====

Bottom line: run A, by a margin of 0.0597 hartree.

=====

Run A
Here is a single C2H6N2O molecule from the Open Molecules 2025 dataset. Energies are from ωB97M-V with the def2-TZVPD basis set.

CARTESIAN COORDINATES (ANGSTROEM)
N1 -1.426 -0.673 -0.459
H1 1.023 -1.329 0.527
H2 -0.086 -0.445 1.398
H3 -1.582 0.120 -1.267
H4 0.445 1.965 -0.709
C1 0.544 1.024 -0.192
C2 -0.614 0.212 0.559
N2 1.678 0.332 -0.354
O1 1.871 -0.866 0.006
H5 -1.193 0.938 1.270
H6 -0.660 -1.279 -0.780

Results
- orbital gap (eV) = 10.0
- SMILES = NC/C=N\O

=====

Run B
Here is 2 unconnected molecules or ions with the total composition C2H6N2O from the Open Molecules 2025 dataset. Energies are from ωB97M-V with the def2-TZVPD basis set.

CARTESIAN COORDINATES (ANGSTROEM)
H1 0.230 1.100 1.030
C1 0.932 0.336 0.523
N1 -2.692 0.209 -0.893
O1 -3.277 -0.855 -0.759
H2 2.077 -0.394 2.047
N2 0.611 0.177 -0.763
C2 1.849 -0.450 1.073
H3 -2.742 0.924 -0.131
H4 -0.329 0.617 -1.163
H5 1.022 -0.458 -1.396
H6 2.318 -1.206 0.432

Results
- orbital gap (eV) = 7.0
- SMILES = C=CN.N=O

=====

Bottom line: run A, by a margin of 0.0118 hartree.

=====

Run A
Here is 3 unconnected molecules or ions with the total composition C3H12N2O2 from the Open Molecules 2025 dataset. Energies are from ωB97M-V with the def2-TZVPD basis set.

CARTESIAN COORDINATES (ANGSTROEM)
H1 1.958 1.633 -4.097
H2 -1.006 0.093 6.286
H3 0.812 1.846 0.756
H4 -4.433 -5.857 -0.105
C1 1.017 1.466 -1.387
H5 1.335 0.323 0.512
O1 -1.499 -0.661 6.651
H6 -0.852 -1.184 7.132
C2 2.181 1.037 -1.988
H7 -0.364 0.315 0.082
C3 0.514 1.018 0.123
N1 2.562 1.139 -3.414
H8 -0.835 2.012 -2.122
O2 -4.365 -5.492 0.839
H9 3.032 0.689 -1.411
H10 0.420 2.386 -3.016
N2 0.110 2.265 -2.095
H11 3.483 1.529 -3.372
H12 -4.069 -4.554 0.626

Results
- orbital gap (eV) = 8.2
- SMILES = C/C(N)=C/N.O.O

=====

Run B
Here is 2 unconnected molecules or ions with the total composition C3H12N2O2 from the Open Molecules 2025 dataset. Energies are from ωB97M-V with the def2-TZVPD basis set.

CARTESIAN COORDINATES (ANGSTROEM)
N1 -1.216 0.856 -0.917
O1 1.694 -0.441 0.742
H1 3.539 -0.940 1.370
N2 -1.741 -0.437 -0.955
H2 -2.150 -1.016 1.072
H3 0.131 0.559 -2.271
C1 -1.567 -1.316 0.193
H4 -0.604 1.050 1.121
H5 3.351 -0.951 -0.398
H6 3.471 0.596 0.478
H7 -2.714 -0.367 -1.233
H8 -2.252 1.600 0.703
O2 0.169 0.777 -1.332
H9 -1.881 -2.312 -0.114
H10 -0.511 -1.348 0.458
C2 3.080 -0.426 0.526
C3 -1.220 1.542 0.363
H11 1.263 0.028 0.006
H12 -0.842 2.546 0.189

Results
- orbital gap (eV) = 9.9
- SMILES = CNN(C)O.CO

=====

Bottom line: run A, by a margin of 0.0340 hartree.

=====

Run A
Here is 3 unconnected molecules or ions with the total composition C3H12N2O2 from the Open Molecules 2025 dataset. Energies are from ωB97M-V with the def2-TZVPD basis set.

CARTESIAN COORDINATES (ANGSTROEM)
C1 0.846 -1.251 -0.313
N1 1.550 -0.275 -0.872
H1 -2.126 -4.140 0.755
H2 3.549 4.978 -0.048
O1 3.703 4.614 -0.934
H3 -0.465 -2.381 1.640
C2 -1.270 -2.123 0.842
O2 -1.309 3.757 0.326
N2 -0.522 -1.284 -0.199
H4 -0.835 4.482 0.730
C3 -2.022 -3.249 0.099
H5 -0.892 -0.290 -0.522
H6 -2.920 -2.910 -0.421
H7 2.819 4.314 -1.285
H8 -1.394 -3.478 -0.730
H9 1.403 -2.199 -0.049
H10 2.478 -0.214 -0.512
H11 -0.668 3.179 -0.035
H12 -1.926 -1.530 1.529

Results
- orbital gap (eV) = 9.2
- SMILES = [H]/N=C/NCC.O.O

=====

Run B
Here is 3 unconnected molecules or ions with the total composition C3H12N2O2 from the Open Molecules 2025 dataset. Energies are from ωB97M-V with the def2-TZVPD basis set.

CARTESIAN COORDINATES (ANGSTROEM)
H1 1.840 -1.182 -1.257
C1 1.808 -0.988 -0.189
N1 -1.446 1.406 0.362
H2 1.428 -1.860 0.333
O1 0.944 0.400 1.491
H3 -2.177 1.551 -0.331
H4 -0.804 0.107 -2.124
H5 2.838 -0.835 0.134
C2 -1.652 -0.991 0.373
H6 -2.648 -0.816 -0.032
O2 1.512 1.378 -0.488
H7 -1.798 -1.138 1.447
H8 -1.276 -1.921 -0.046
H9 2.190 1.780 0.065
N2 -0.790 0.140 0.061
H10 -0.226 0.482 1.629
H11 -0.716 2.111 0.260
C3 0.969 0.242 0.138
H12 0.006 0.135 -1.826

Results
- orbital gap (eV) = 8.3

=====

Bottom line: run A, by a margin of 0.1465 hartree.

=====

Run A
Here is 3 unconnected molecules or ions with the total composition C3H12N2O2 from the Open Molecules 2025 dataset. Energies are from ωB97M-V with the def2-TZVPD basis set.

CARTESIAN COORDINATES (ANGSTROEM)
C1 0.131 -0.800 0.849
H1 -0.767 2.027 2.489
H2 3.486 -0.936 -4.982
O1 -2.172 -2.538 0.495
H3 -0.946 0.562 3.153
C2 -0.543 1.531 0.065
O2 3.850 -1.776 -4.640
H4 4.332 -1.512 -3.744
H5 -2.893 -2.327 1.051
N1 -1.107 1.067 2.289
H6 -1.451 1.584 -0.610
H7 -0.352 3.660 0.353
N2 0.142 2.756 0.150
H8 1.162 -0.678 1.135
H9 -0.387 -1.527 1.576
C3 -0.555 0.592 1.102
H10 -0.005 -1.207 -0.121
H11 0.467 2.923 -0.806
H12 -2.393 -3.400 0.194

Results
- orbital gap (eV) = 6.9
- SMILES = C/C(N)=C/N.O.O

=====

Run B
Here is 2 unconnected molecules or ions with the total composition C3H12N2O2 from the Open Molecules 2025 dataset. Energies are from ωB97M-V with the def2-TZVPD basis set.

CARTESIAN COORDINATES (ANGSTROEM)
C1 -0.161 0.310 -0.430
H1 -3.028 -2.888 -0.391
H2 3.290 -0.513 0.438
C2 -0.084 1.786 -0.686
H3 -1.125 -0.075 -0.757
C3 1.476 -0.015 1.322
H4 1.759 1.016 1.127
H5 1.631 -0.252 2.372
H6 0.865 2.278 -0.451
N1 2.371 -0.914 0.541
H7 -1.504 3.156 -0.405
O1 -1.131 2.415 0.050
H8 -3.352 -2.336 -1.820
N2 0.092 -0.152 0.955
H9 -0.182 -1.125 0.954
H10 -0.202 1.899 -1.765
O2 -3.707 -2.539 -0.933
H11 0.588 -0.219 -1.043
H12 2.403 -1.832 0.922

Results
- orbital gap (eV) = 9.6
- SMILES = NCNCCO.O

=====

Bottom line: run B, by a margin of 0.1189 hartree.